Record 1
Molecular formula: C30H31Cl2FN2O8
Method: DFT, ωB97M-V/def2-TZVPD

Calculated total energy ... -2892.91733 Ha
Gap between HOMO and LUMO ... 7.7 eV
Structure (SMILES) ... C/C(Cl)=C(\Cl)c1cc2c(c(CC(=O)N(C)C)c1F)C(=O)c1c(OC#N)cccc1C2=O.CCOC(C)=O.CCOC(C)=O

Element x y z (Å)
C 2.766 -7.944 -4.510
C 1.903 -6.600 -4.334
Cl 1.628 -6.032 -2.604
C 1.346 -5.849 -5.432
Cl 1.609 -6.363 -7.157
C 0.476 -4.560 -5.005
C 1.312 -3.311 -4.499
C 0.474 -2.080 -4.042
C -1.113 -2.047 -4.081
C -1.957 -3.287 -4.585
C -3.566 -3.272 -4.584
C -4.203 -4.359 -3.560
O -4.917 -3.932 -2.586
N -4.032 -5.830 -3.684
C -5.398 -6.403 -3.909
C -3.525 -6.262 -2.315
C -1.102 -4.538 -5.044
F -1.732 -5.746 -5.489
C -1.799 -0.687 -3.536
O -2.772 -0.109 -4.088
C -1.092 -0.070 -2.213
C -1.947 0.498 -1.039
O -3.399 0.512 -1.007
C -3.746 -0.659 -0.242
N -4.033 -1.497 0.594
C -1.176 1.069 0.219
C 0.405 1.052 0.280
C 1.237 0.462 -0.933
C 0.495 -0.100 -2.177
C 1.229 -0.768 -3.459
O 2.283 -0.300 -3.981
H 2.122 -8.895 -4.360
H 3.238 -7.953 -5.553
H 3.535 -7.954 -3.654
H 2.460 -3.374 -4.481
H -3.948 -3.432 -5.666
H -4.010 -2.258 -4.255
H -5.943 -5.950 -4.825
H -6.097 -6.316 -2.997
H -5.258 -7.538 -4.096
H -4.330 -6.209 -1.503
H -3.051 -7.305 -2.431
H -2.694 -5.505 -2.033
H -1.832 1.470 1.073
H 0.909 1.461 1.233
H 2.375 0.427 -0.858
C 1.879 6.537 2.572
C 1.256 5.162 2.705
O 1.994 4.188 1.949
C 3.085 3.545 2.404
C 3.759 4.042 3.650
O 3.556 2.623 1.769
H 2.895 6.559 2.971
H 1.283 7.282 3.104
H 1.946 6.825 1.520
H 1.145 4.848 3.746
H 0.249 5.181 2.279
H 4.571 4.718 3.372
H 4.170 3.186 4.187
H 3.089 4.542 4.341
C 0.953 7.955 7.012
C 0.335 6.578 7.147
O 1.079 5.603 6.399
C 2.170 4.964 6.858
C 2.841 5.465 8.106
O 2.646 4.043 6.227
H 1.968 7.982 7.416
H 0.352 8.700 7.538
H 1.025 8.239 5.959
H 0.219 6.268 8.188
H -0.670 6.593 6.716
H 3.652 6.141 7.829
H 3.252 4.609 8.644
H 2.167 5.966 8.798



Record 2
Molecular formula: C37H38AsIIrN2O9P2
Method: DFT, ωB97M-V/def2-TZVPD

Total charge ... +2
2S+1 ... 6
Energy relative to the best compared isomer or geometry (same formula, charge and spin) ... 138.18 kJ/mol
Calculated total energy ... -5539.05491 Ha
Gap between HOMO and LUMO (alpha / beta) ... 5.3 / 4.1 eV

Element x y z (Å)
Ir -0.681 -0.894 -0.583
C -3.975 0.648 -0.285
C -4.835 1.844 0.106
As -6.708 1.577 -0.567
C -6.211 1.591 -2.472
C -6.163 0.369 -3.145
C -5.791 0.304 -4.480
C -5.483 1.469 -5.164
C -5.544 2.692 -4.507
C -5.892 2.750 -3.169
C -7.338 3.416 -0.416
C -6.812 4.317 0.504
C -7.346 5.590 0.619
C -8.408 5.975 -0.186
C -8.944 5.077 -1.103
C -8.416 3.805 -1.214
P -2.185 0.935 -0.133
C -1.774 1.490 1.528
C -0.577 2.154 1.796
C -0.219 2.450 3.100
C -1.041 2.067 4.152
C -2.216 1.375 3.896
C -2.583 1.085 2.593
C -1.903 2.293 -1.321
C -2.347 2.094 -2.652
C -2.251 3.110 -3.611
C -1.656 4.302 -3.316
C -1.074 4.500 -2.007
C -1.337 3.491 -0.988
H -4.125 0.386 -1.336
H -4.222 -0.263 0.274
H -4.445 2.773 -0.316
H -4.867 1.952 1.190
H -6.450 -0.541 -2.627
H -5.780 -0.646 -4.995
H -5.234 1.429 -6.215
H -5.346 3.606 -5.048
H -5.958 3.714 -2.673
H -5.990 4.040 1.152
H -6.935 6.280 1.344
H -8.822 6.969 -0.098
H -9.778 5.368 -1.726
H -8.847 3.113 -1.930
H 0.118 2.403 0.999
H 0.708 2.968 3.295
H -0.761 2.297 5.168
H -2.853 1.067 4.712
H -3.508 0.551 2.421
H -2.813 1.165 -2.940
H -2.706 2.948 -4.579
H -1.620 5.107 -4.031
H -1.053 5.530 -1.649
H -1.035 3.723 0.026
C -2.286 -2.933 2.241
O -0.979 -3.332 1.795
P -0.518 -3.096 0.292
O 0.962 -3.613 0.284
C 1.947 -3.275 1.288
O -1.304 -4.084 -0.652
C -1.260 -5.528 -0.483
H -2.533 -3.578 3.083
H -3.019 -3.069 1.445
H -2.246 -1.889 2.562
H 2.816 -3.882 1.049
H 1.555 -3.526 2.273
H 2.192 -2.219 1.200
H -2.131 -5.916 -1.002
H -1.302 -5.782 0.577
H -0.343 -5.901 -0.931
O 3.184 -1.204 -0.886
C 2.342 -0.382 -1.133
O 1.236 -0.224 -0.424
C 2.464 0.618 -2.249
C 3.314 0.343 -3.316
C 3.418 1.265 -4.342
C 2.722 2.469 -4.348
C 1.911 2.705 -3.246
C 1.763 1.815 -2.198
N 1.129 3.913 -3.224
O 0.891 4.516 -4.206
O 0.643 4.265 -2.095
N 4.302 0.957 -5.488
O 4.471 1.852 -6.281
O 4.896 -0.094 -5.441
H 3.883 -0.575 -3.344
H 2.829 3.166 -5.166
H 1.114 2.034 -1.366
I -2.556 -1.832 -3.019
C -0.537 -1.241 -2.757
H -0.366 -0.354 -3.368
H 0.102 -2.066 -3.062



Record 3
Molecular formula: C2H3FO
Method: DFT, ωB97M-V/def2-TZVPD

Energy relative to the best compared isomer or geometry (same formula, charge and spin) ... 324.38 kJ/mol
Calculated total energy ... -253.00368 Ha
Gap between HOMO and LUMO ... 10.7 eV

Element x y z (Å)
C 0.327 -0.566 -0.189
C -0.434 0.669 0.110
H 0.464 -0.449 -1.196
H 1.180 -0.019 0.418
H -0.782 0.502 1.445
O -0.642 1.547 -0.781
F -0.113 -1.684 0.193



Record 4
Molecular formula: C21H27N5O2
Method: DFT, ωB97M-V/def2-TZVPD

Energy relative to the best compared isomer or geometry (same formula, charge and spin) ... 1857.85 kJ/mol
Calculated total energy ... -1240.07510 Ha
Gap between HOMO and LUMO ... 8.0 eV
Structure (SMILES) ... CN(C)c1ccccc1C(=O)N1CCC(n2nccc2NC(=O)C2CC2)CC1

Element x y z (Å)
C -2.477 -1.817 1.364
N -2.937 -1.523 -0.027
C -3.041 -2.564 -1.007
C -3.970 -0.509 -0.160
C -5.229 -0.905 -0.899
C -6.263 -0.111 -1.164
C -6.236 1.220 -0.358
C -5.128 1.477 0.480
C -4.030 0.707 0.310
C -2.847 1.133 1.105
O -2.788 1.305 2.386
N -1.705 1.430 0.512
C -1.619 1.215 -1.038
C -0.372 0.231 -1.246
C 0.983 0.403 -0.603
N 1.512 -0.613 0.113
N 0.684 -1.441 0.715
C 1.590 -2.360 1.075
C 2.930 -1.869 1.167
C 2.968 -0.641 0.256
N 3.840 0.310 -0.344
C 5.278 -0.024 0.048
O 5.683 -1.201 0.598
C 6.048 1.228 -0.535
C 7.264 0.663 -0.998
C 7.338 1.353 0.276
C 0.777 1.743 0.152
C -0.445 1.516 1.265
H -2.749 -2.699 1.562
H -1.375 -1.995 1.296
H -2.648 -1.107 2.112
H -3.407 -2.277 -1.876
H -3.757 -3.391 -0.663
H -2.042 -3.043 -0.920
H -5.283 -1.988 -1.290
H -7.088 -0.292 -1.540
H -6.816 1.971 -0.515
H -5.029 2.632 0.712
H -2.432 0.582 -1.468
H -1.357 1.967 -1.341
H -0.668 -0.850 -1.008
H -0.371 0.030 -2.240
H 1.546 0.833 -1.416
H 1.262 -3.115 1.720
H 3.788 -2.315 1.602
H 3.568 1.175 -0.539
H 5.428 1.819 -0.948
H 7.696 1.283 -1.963
H 7.571 -0.478 -1.135
H 7.537 0.920 1.034
H 7.566 2.404 0.137
H 0.588 2.677 0.027
H 1.509 1.940 1.170
H -0.338 0.719 1.964
H -0.510 2.242 2.084



Record 5
Molecular formula: CH2BrN3
Method: DFT, ωB97M-V/def2-TZVPD

Energy relative to the best compared isomer or geometry (same formula, charge and spin) ... 430.07 kJ/mol
Calculated total energy ... -2777.42942 Ha
Gap between HOMO and LUMO (alpha / beta) ... 8.9 / 7.0 eV

Element x y z (Å)
C 0.701 -0.330 0.460
N -1.313 1.126 0.004
N 1.133 -1.294 -0.095
N -1.706 0.682 -1.009
Br 1.632 0.586 2.145
H 2.014 -1.873 0.060
H -2.460 1.102 -1.564



Record 6
Molecular formula: C21H20O6
Method: DFT, ωB97M-V/def2-TZVPD

Energy relative to the best compared isomer or geometry (same formula, charge and spin) ... 102.61 kJ/mol
Calculated total energy ... -1263.67305 Ha
Gap between HOMO and LUMO ... 8.6 eV
Structure (SMILES) ... CCCCOC(=O)Oc1ccc2c(=O)c(Oc3cccc(C)c3)coc2c1

Element x y z (Å)
C 3.367 0.992 -5.127
C 3.900 -0.196 -4.335
C 5.255 0.085 -3.681
C 5.149 1.009 -2.471
O 4.373 0.406 -1.433
C 5.031 -0.330 -0.534
O 6.212 -0.477 -0.472
O 4.199 -0.880 0.363
C 2.831 -0.837 0.144
C 2.265 -1.539 -0.924
C 0.903 -1.522 -1.095
C 0.075 -0.820 -0.213
C -1.383 -0.821 -0.412
O -1.937 -1.399 -1.326
C -2.098 -0.048 0.624
O -3.440 0.032 0.454
C -4.285 0.277 1.513
C -4.112 -0.288 2.770
C -5.054 -0.045 3.753
C -6.158 0.746 3.494
C -6.347 1.302 2.233
C -7.560 2.130 1.939
C -5.402 1.061 1.248
C -1.417 0.583 1.606
O -0.079 0.553 1.758
C 0.656 -0.136 0.862
C 2.041 -0.143 1.037
H 4.077 1.288 -5.896
H 3.184 1.846 -4.479
H 2.429 0.729 -5.609
H 3.179 -0.468 -3.562
H 4.009 -1.049 -5.009
H 5.929 0.546 -4.405
H 5.708 -0.853 -3.351
H 4.625 1.933 -2.718
H 6.145 1.237 -2.080
H 2.905 -2.088 -1.596
H 0.431 -2.049 -1.910
H -3.262 -0.923 2.970
H -4.924 -0.484 4.731
H -6.883 0.929 4.272
H -8.400 1.480 1.696
H -7.385 2.789 1.092
H -7.839 2.728 2.803
H -5.519 1.471 0.257
H -1.896 1.176 2.373
H 2.480 0.388 1.865



Record 7
Molecular formula: C17H34MnOP2
Method: DFT, ωB97M-V/def2-TZVPD

2S+1 ... 6
Energy relative to the best compared isomer or geometry (same formula, charge and spin) ... 0.00 kJ/mol
Calculated total energy ... -2576.79675 Ha
Gap between HOMO and LUMO (alpha / beta) ... 5.2 / 7.5 eV

Element x y z (Å)
P 0.096 2.065 1.468
P -1.812 1.137 -1.170
C -0.938 3.310 0.524
C -2.183 2.695 -0.187
H -0.257 3.840 -0.198
H -1.302 3.990 1.325
H -3.011 2.455 0.538
H -2.513 3.405 -0.979
C -1.059 2.040 -2.578
H -0.844 1.319 -3.379
H -0.149 2.582 -2.286
H -1.855 2.742 -2.869
C -3.482 0.845 -1.828
H -3.717 1.769 -2.400
H -4.188 0.683 -0.990
H -3.420 -0.044 -2.487
C 1.253 3.250 2.237
H 1.904 2.679 2.925
H 0.611 3.973 2.787
H 1.845 3.750 1.448
C -1.106 1.900 2.842
H -2.068 1.480 2.506
H -1.234 2.937 3.194
H -0.657 1.268 3.622
Mn 1.092 -2.792 0.107
C -0.929 -1.565 -1.241
C 0.304 -1.041 -1.633
C 1.012 0.188 -1.133
C 2.093 0.261 -0.026
C 1.819 -0.202 1.367
C 0.665 -0.842 1.813
C -0.710 -0.699 1.204
C -1.447 -1.588 0.165
C 2.381 -3.628 1.319
H -1.411 -2.277 -1.924
H 0.647 -1.422 -2.615
H 0.286 1.004 -0.825
H 1.486 0.665 -2.025
H 3.026 -0.209 -0.385
H 2.366 1.359 -0.019
H 2.726 -0.354 1.965
H 0.727 -1.250 2.828
H -0.724 0.295 0.668
H -1.447 -0.542 2.035
H -1.608 -2.620 0.526
H -2.503 -1.170 0.183
H 1.925 -4.607 1.429
H 2.430 -3.087 2.269
H 3.353 -3.688 0.828
C 2.520 -4.315 -1.986
C 1.286 -4.139 -1.206
O 0.204 -4.735 -1.179
H 2.651 -3.463 -2.671
H 2.462 -5.242 -2.574
H 3.401 -4.362 -1.329



Record 8
Molecular formula: CH3NOS
Method: DFT, ωB97M-V/def2-TZVPD

Energy relative to the best compared isomer or geometry (same formula, charge and spin) ... 320.75 kJ/mol
Calculated total energy ... -567.97859 Ha
Gap between HOMO and LUMO (alpha / beta) ... 7.0 / 7.0 eV

Element x y z (Å)
C 0.176 -0.373 0.159
N 0.431 0.925 0.020
O 0.871 3.584 -0.388
S 1.652 2.518 0.248
H 0.922 -0.994 0.617
H -0.749 -0.794 -0.193
H -0.326 1.448 -0.422



Record 9
Molecular formula: C39H29N8NbOS2
Method: DFT, ωB97M-V/def2-TZVPD

Energy relative to the best compared isomer or geometry (same formula, charge and spin) ... 0.00 kJ/mol
Calculated total energy ... -2870.19858 Ha
Gap between HOMO and LUMO (alpha / beta) ... 3.9 / 3.9 eV

Element x y z (Å)
Nb 0.464 0.286 0.082
C 3.819 -5.271 1.046
C 3.817 -5.337 -0.375
C 3.202 -4.350 -1.148
C 2.477 -3.351 -0.478
C 1.544 -2.358 -0.956
N 1.161 -2.196 -2.235
C 0.319 -1.223 -2.611
C -0.325 -1.190 -3.868
C -0.249 -2.044 -5.011
C -0.877 -1.651 -6.190
C -1.623 -0.403 -6.252
C -1.652 0.421 -5.137
C -1.104 -0.009 -3.910
C -1.059 0.596 -2.618
N -1.704 1.737 -2.281
C -1.688 2.229 -1.048
N -1.316 1.558 0.132
C -1.741 2.317 1.218
N -1.803 1.964 2.502
C -1.091 0.877 2.858
N -0.151 0.133 2.125
C 0.339 -0.899 2.890
N 1.187 -1.916 2.591
C 1.451 -2.266 1.321
N 0.884 -1.800 0.119
C 2.429 -3.300 0.932
C 3.180 -4.218 1.705
C -0.251 -0.769 4.197
C -0.151 -1.546 5.289
C -0.853 -1.189 6.439
C -1.756 -0.100 6.460
C -1.886 0.682 5.284
C -1.084 0.385 4.177
C -2.433 3.490 0.709
C -3.078 4.583 1.346
C -3.607 5.566 0.493
C -3.501 5.486 -0.919
C -2.899 4.410 -1.561
C -2.339 3.468 -0.731
N 0.036 -0.017 -1.949
H 4.369 -5.951 1.700
H 4.376 -6.129 -0.861
H 3.186 -4.361 -2.215
H 0.232 -2.984 -4.948
H -0.818 -2.315 -7.048
H -2.091 -0.078 -7.188
H -2.133 1.396 -5.212
H 3.149 -4.194 2.779
H 0.543 -2.347 5.286
H -0.793 -1.809 7.367
H -2.389 0.049 7.329
H -2.647 1.448 5.209
H -3.139 4.708 2.437
H -4.226 6.379 0.909
H -3.886 6.344 -1.565
H -2.784 4.303 -2.613
C 3.417 0.888 2.336
C 3.318 1.680 1.024
C 3.297 3.181 1.337
C 4.563 1.323 0.226
C 2.140 1.277 0.198
H 4.390 1.057 2.849
H 3.440 -0.228 2.133
H 2.605 1.118 3.046
H 4.238 3.442 1.900
H 2.394 3.532 1.900
H 3.269 3.760 0.382
H 5.544 1.626 0.665
H 4.539 1.834 -0.751
H 4.608 0.223 0.095
H 2.039 1.840 -0.760
C -4.537 -1.257 -3.615
O -3.679 -1.047 -2.448
C -3.093 -2.137 -1.892
S -3.065 -3.607 -2.620
S -2.355 -1.889 -0.383
H -4.677 -0.220 -3.965
H -5.443 -1.793 -3.275
H -3.989 -1.847 -4.389